Version P
The following is a quantum chemistry calculation of a structure of composition C21H20CaN4O5, from the Open Molecules 2025 dataset.

Results
gap between HOMO and LUMO = 7.70 eV
HOMO level = -8.40 eV
LUMO energy = -0.7 eV

Positions of all 51 atoms, in Å:
Ca: -0.570 0.031 -0.592
O: 1.915 -0.057 -0.166
C: 2.574 -0.605 -1.324
C: 2.250 0.215 -2.562
N: 0.810 0.347 -2.782
C: 0.277 -0.774 -3.568
C: 0.156 -2.102 -2.790
O: 0.326 -3.145 -3.403
O: -0.165 -1.974 -1.554
C: 0.420 1.637 -3.361
C: -0.930 2.177 -2.837
O: -1.245 3.303 -3.205
O: -1.558 1.432 -2.009
H: 2.304 0.802 0.031
H: 2.213 -1.626 -1.404
H: 3.655 -0.624 -1.164
H: 2.758 -0.236 -3.427
H: 2.673 1.214 -2.428
H: 0.871 -0.943 -4.474
H: -0.737 -0.509 -3.879
H: 0.383 1.610 -4.456
H: 1.161 2.394 -3.099
C: 0.337 4.548 0.827
C: 0.714 4.454 2.153
C: 0.674 3.218 2.780
C: 0.272 2.106 2.051
N: -0.067 2.197 0.759
C: -0.052 3.391 0.168
C: 0.120 0.758 2.681
C: 0.558 0.479 3.970
C: 0.288 -0.769 4.504
C: -0.410 -1.698 3.755
C: -0.786 -1.357 2.460
N: -0.509 -0.159 1.947
C: -1.544 -2.291 1.572
C: -1.597 -3.655 1.820
C: -2.315 -4.462 0.952
C: -2.955 -3.885 -0.128
C: -2.830 -2.517 -0.308
N: -2.147 -1.733 0.518
H: 0.329 5.494 0.303
H: 1.020 5.332 2.706
H: 0.928 3.137 3.826
H: -0.387 3.429 -0.863
H: 1.095 1.212 4.552
H: 0.608 -1.009 5.510
H: -0.665 -2.660 4.173
H: -1.066 -4.090 2.654
H: -2.359 -5.531 1.114
H: -3.513 -4.477 -0.839
H: -3.282 -2.031 -1.164

Atom charges from the Mulliken analysis, given in e for atoms 1 to 2:
1 Ca 2.01
2 O -0.38

---

Version Q
The following is a quantum chemistry calculation of a structure of composition C21H20CaN4O5, from the Open Molecules 2025 dataset.

Results
gap between HOMO and LUMO = 7.76 eV
HOMO level = -8.46 eV
LUMO energy = -0.7 eV

Positions of all 51 atoms, in Å:
Ca: -0.216 -0.351 0.482
O: -0.779 2.003 -0.226
C: -1.822 2.519 0.605
C: -1.456 2.405 2.074
N: -1.175 1.016 2.442
C: -0.025 0.911 3.339
C: 1.319 1.211 2.638
O: 2.307 1.356 3.342
O: 1.277 1.217 1.351
C: -2.346 0.305 2.952
C: -2.290 -1.223 2.718
O: -2.963 -1.931 3.448
O: -1.568 -1.592 1.720
H: 0.069 2.170 0.234
H: -2.720 1.936 0.379
H: -2.026 3.562 0.347
H: -2.253 2.836 2.693
H: -0.560 3.004 2.252
H: 0.027 -0.118 3.710
H: -0.116 1.558 4.220
H: -3.230 0.661 2.414
H: -2.519 0.497 4.017
C: -4.009 -0.489 -2.266
C: -3.534 -0.280 -3.549
C: -2.168 -0.315 -3.781
C: -1.312 -0.547 -2.714
N: -1.774 -0.713 -1.471
C: -3.085 -0.700 -1.254
C: 0.170 -0.669 -2.876
C: 0.786 -0.763 -4.118
C: 2.158 -0.945 -4.164
C: 2.877 -1.041 -2.987
C: 2.191 -0.933 -1.782
N: 0.874 -0.743 -1.746
C: 2.870 -1.056 -0.460
C: 4.209 -0.743 -0.295
C: 4.768 -0.852 0.969
C: 3.980 -1.285 2.017
C: 2.651 -1.582 1.758
N: 2.099 -1.464 0.555
H: -5.067 -0.488 -2.047
H: -4.219 -0.098 -4.367
H: -1.785 -0.156 -4.778
H: -3.392 -0.879 -0.229
H: 0.212 -0.720 -5.031
H: 2.662 -1.035 -5.118
H: 3.942 -1.224 -3.001
H: 4.797 -0.380 -1.127
H: 5.803 -0.584 1.133
H: 4.363 -1.360 3.023
H: 1.994 -1.908 2.556

Atom charges from the Mulliken analysis, given in e for atoms 1 to 2:
1 Ca 2.12
2 O -0.46

---

Quick one: least stable of them? version P

---

Version P
The following is a quantum chemistry calculation of a cluster of 2 separate species, C9H16N3 in total, from the Open Molecules 2025 dataset.

Results
gap between HOMO and LUMO = 8.89 eV
HOMO level = -11.94 eV
net charge = +1
LUMO energy = -3.1 eV

Positions of all 28 atoms, in Å:
C: 2.293 0.015 3.222
C: 2.319 0.163 0.789
N: 1.701 -0.231 1.877
N: 3.395 1.018 0.878
N: 1.961 -0.320 -0.389
H: 0.916 -0.859 1.803
H: 3.152 1.999 0.943
H: 4.134 0.839 0.215
H: 1.359 -1.127 -0.428
H: 2.309 0.080 -1.243
H: 3.189 -0.573 3.335
H: 1.611 -0.393 3.967
H: 2.343 1.079 3.342
C: -3.271 -1.970 -0.410
C: -0.745 0.818 -0.338
C: -0.759 1.238 -1.654
C: -1.568 -0.208 0.101
C: -2.549 -0.719 -0.763
C: -1.697 0.700 -2.538
C: -2.650 -0.167 -2.041
H: -0.076 1.355 0.326
H: -0.123 1.985 -2.114
H: -1.492 -0.880 0.955
H: -1.657 0.995 -3.578
H: -2.639 -2.863 -0.489
H: -4.109 -2.223 -1.051
H: -3.438 -0.523 -2.688
H: -3.692 -2.005 0.597

Atom charges from the Mulliken analysis, given in e for atoms 1 to 2:
1 C -0.92
2 C 0.50

---

Version Q
The following is a quantum chemistry calculation of a cluster of 2 separate species, C9H16N3 in total, from the Open Molecules 2025 dataset.

Results
gap between HOMO and LUMO = 9.05 eV
HOMO level = -13.42 eV
net charge = +1
LUMO energy = -4.4 eV

Positions of all 28 atoms, in Å:
C: -3.012 0.640 -1.039
C: -1.661 0.398 -1.216
C: -3.421 0.588 0.326
C: 2.727 1.170 -0.137
C: 2.987 -0.245 0.454
C: 1.190 1.409 -0.108
C: 1.545 -0.727 0.754
C: 0.610 -0.062 -0.280
C: -0.840 -0.030 -0.113
N: -2.648 0.355 1.340
N: -1.442 0.014 1.097
N: -1.131 -2.364 -0.261
H: -3.602 0.956 -1.772
H: -1.239 0.538 -2.129
H: -4.472 0.827 0.693
H: 3.249 1.856 0.460
H: 3.016 1.235 -1.304
H: 3.374 -0.831 -0.267
H: 3.733 -0.148 1.200
H: 0.980 1.911 0.811
H: 1.042 2.266 -0.852
H: 1.299 -1.710 0.710
H: 1.206 -0.188 1.758
H: 0.968 -0.171 -1.342
H: -0.921 -0.189 1.922
H: -1.174 -2.404 0.738
H: -0.401 -2.852 -0.684
H: -1.963 -2.241 -0.761

Atom charges from the Mulliken analysis, given in e for atoms 1 to 2:
1 C -0.81
2 C -0.23

---

Quick one: least stable of them? version Q

---

Version P
The following is a quantum chemistry calculation of a cluster of 2 separate species, CH4N2O3S in total, from the Open Molecules 2025 dataset.

Results
gap between HOMO and LUMO = 10.60 eV
HOMO level = -9.98 eV
LUMO energy = 0.6 eV

Positions of all 11 atoms, in Å:
C: -1.976 -0.110 0.211
N: -2.291 0.966 0.599
N: 1.033 -1.076 0.314
O: -1.893 -1.222 -0.056
O: 0.443 1.389 0.149
O: 1.676 0.417 -1.791
S: 0.493 0.213 -0.666
H: -1.718 1.729 1.000
H: 2.550 0.417 -1.533
H: 1.244 -0.883 1.311
H: 0.438 -1.840 0.461

Atom charges from the Mulliken analysis, given in e for atoms 1 to 2:
1 C 0.65
2 N -0.51

---

Version Q
The following is a quantum chemistry calculation of a cluster of 3 separate species, CH4N2O3S in total, from the Open Molecules 2025 dataset.

Results
gap between HOMO and LUMO = 9.49 eV
HOMO level = -10.29 eV
LUMO energy = -0.8 eV

Positions of all 11 atoms, in Å:
C: 2.951 0.399 -0.019
N: 3.302 1.457 -0.295
N: -3.031 -0.946 0.048
O: 2.495 -0.640 0.305
O: -0.120 -0.801 -0.948
O: -0.137 0.810 0.794
S: -0.062 -0.628 0.492
H: 3.804 2.095 -0.834
H: -3.912 -0.925 0.559
H: -2.328 -0.479 0.629
H: -2.961 -0.341 -0.729

Atom charges from the Mulliken analysis, given in e for atoms 1 to 2:
1 C 0.53
2 N -0.22

---

Quick one: least stable of them? version P

---

Version P
The following is a quantum chemistry calculation of an isolated molecule of C4H4Cl2, from the Open Molecules 2025 dataset.

Results
gap between HOMO and LUMO = 9.96 eV
HOMO level = -9.64 eV
SMILES = C=C(Cl)C(=C)Cl
LUMO energy = 0.3 eV

Positions of all 10 atoms, in Å:
C: 0.272 1.813 0.183
C: 0.472 0.548 0.015
Cl: 2.067 -0.159 -0.084
C: -0.512 -0.545 -0.004
C: -0.247 -1.801 0.194
Cl: -2.065 0.152 -0.090
H: -0.727 2.195 0.414
H: 1.056 2.520 -0.080
H: -0.985 -2.550 0.063
H: 0.720 -2.137 0.235

Atom charges from the Mulliken analysis, given in e for atoms 1 to 2:
1 C -0.69
2 C 0.39

---

Version Q
The following is a quantum chemistry calculation of a cluster of 2 separate species, C4H4Cl2 in total, from the Open Molecules 2025 dataset.

Results
gap between HOMO and LUMO (spin up / spin down) = 7.54 / 5.53 eV
HOMO level (spin up / spin down) = -9.32 / -9.24 eV
LUMO energy (spin up / spin down) = -1.8 / -3.7 eV

Positions of all 10 atoms, in Å:
C: -0.284 -0.195 -1.025
C: 1.078 -0.472 0.768
C: 0.312 0.668 0.128
C: -0.241 -0.706 0.379
Cl: 0.048 2.314 0.426
Cl: -3.291 0.071 0.150
H: -1.306 0.129 -1.256
H: 0.504 -0.440 -1.685
H: 1.925 -0.963 0.264
H: 1.255 -0.406 1.850

Atom charges from the Mulliken analysis, given in e for atoms 1 to 2:
1 C -0.23
2 C -0.37

---

Quick one: least stable of them? version Q

---

Version P
The following is a quantum chemistry calculation of a cluster of 2 separate species, Cl2H3N2P in total, from the Open Molecules 2025 dataset.

Results
gap between HOMO and LUMO = 9.97 eV
HOMO level = -9.98 eV
SMILES = [H]/N=P(\Cl)=N/[H].Cl
LUMO energy = 0.0 eV

Positions of all 8 atoms, in Å:
H: 0.254 -2.805 -0.851
N: -0.316 -2.009 -0.550
P: 0.522 -0.950 0.240
Cl: 2.494 -0.877 0.412
N: 0.070 0.338 0.975
H: -0.767 0.698 0.808
Cl: -1.270 2.495 -1.140
H: -0.987 3.110 0.105

Atom charges from the Mulliken analysis, given in e for atoms 1 to 2:
1 H 0.26
2 N -0.56

---

Version Q
The following is a quantum chemistry calculation of an isolated molecule of Cl2H3N2P, from the Open Molecules 2025 dataset.

Results
gap between HOMO and LUMO = 10.42 eV
HOMO level = -9.82 eV
SMILES = N=P(N)(Cl)Cl
LUMO energy = 0.6 eV

Positions of all 8 atoms, in Å:
N: 0.539 0.085 -1.479
P: -0.260 0.049 -0.173
N: 0.727 -0.492 1.032
Cl: -1.101 1.887 0.469
Cl: -1.836 -1.028 -0.214
H: -0.354 0.038 -2.253
H: 1.578 -0.514 0.652
H: 0.707 -0.025 1.967

Atom charges from the Mulliken analysis, given in e for atoms 1 to 2:
1 N -0.62
2 P 0.81

---

Version R
The following is a quantum chemistry calculation of a cluster of 2 separate species, Cl2H3N2P in total, from the Open Molecules 2025 dataset.

Results
gap between HOMO and LUMO (spin up / spin down) = 6.98 / 5.97 eV
HOMO level (spin up / spin down) = -9.53 / -8.95 eV
LUMO energy (spin up / spin down) = -2.6 / -3.0 eV

Positions of all 8 atoms, in Å:
N: -0.128 -0.703 -1.560
N: 0.963 0.586 0.423
P: -0.440 0.025 -0.235
Cl: -1.763 1.424 -0.080
Cl: -0.942 -1.513 2.715
H: -0.667 -0.462 -2.359
H: 1.255 0.168 1.307
H: 1.722 0.475 -0.213

Atom charges from the Mulliken analysis, given in e for atoms 1 to 2:
1 N -0.52
2 N -0.48

---

Quick one: least stable of them? version R

---

Version P
The following is a quantum chemistry calculation of a cluster of 2 separate species, Cl2H3N2P in total, from the Open Molecules 2025 dataset.

Results
gap between HOMO and LUMO = 7.30 eV
HOMO level = -9.42 eV
LUMO energy = -2.1 eV

Positions of all 8 atoms, in Å:
N: -1.811 0.237 -1.828
N: 0.593 -0.144 1.209
P: -1.608 -0.119 -0.315
Cl: -2.563 1.241 0.711
Cl: -2.585 -1.848 0.169
H: -1.475 -0.603 -2.504
H: 0.832 0.859 0.963
H: -0.268 -0.213 1.806

Atom charges from the Mulliken analysis, given in e for atoms 1 to 2:
1 N -0.52
2 N -0.57

---

Version Q
The following is a quantum chemistry calculation of a cluster of 2 separate species, Cl2H3N2P in total, from the Open Molecules 2025 dataset.

Results
gap between HOMO and LUMO = 10.18 eV
HOMO level = -10.12 eV
SMILES = [H]/N=P(\Cl)=N/[H].Cl
LUMO energy = 0.1 eV

Positions of all 8 atoms, in Å:
H: -0.496 -0.721 -2.048
N: -0.899 0.073 -1.631
P: -0.783 -0.364 -0.140
Cl: 0.329 -1.970 0.245
N: -1.420 0.198 1.141
H: -2.008 0.973 0.866
Cl: 2.547 0.538 0.167
H: 2.731 1.273 1.399

Atom charges from the Mulliken analysis, given in e for atoms 1 to 2:
1 H 0.25
2 N -0.55

---

Quick one: least stable of them? version P